Record 1
C14H24Cl3N2O3S4SbSe2SiW as an isolated structure, computed with ωB97M-V/def2-TZVPD.

Geometry as ORCA input:
```
! RIJCOSX wB97M-V def2-TZVPD def2/J DEFGRID3
* xyz 0 1
W -0.22 0.50 0.87
C -1.88 3.66 2.26
Se -2.30 2.05 1.25
C -2.47 2.94 -0.50
C -1.15 3.42 -1.06
Se 0.16 1.97 -1.28
C 1.71 3.15 -1.24
H -2.77 4.28 2.23
H -1.02 4.19 1.86
H -1.68 3.35 3.28
H -3.16 3.77 -0.36
H -2.95 2.20 -1.14
H -0.68 4.16 -0.42
H -1.30 3.86 -2.05
H 1.63 3.85 -2.07
H 2.59 2.53 -1.37
H 1.77 3.69 -0.29
S 2.95 3.56 4.91
Sb 1.75 1.73 4.58
S 2.18 0.95 1.35
S 0.92 2.38 2.07
S 3.22 0.30 3.06
O -0.34 -1.35 -6.08
C 0.71 -2.18 -5.64
N 0.67 -2.09 -4.20
C 1.62 -2.70 -3.46
O 2.54 -3.34 -3.97
C 1.54 -2.53 -1.98
C 2.07 -3.50 -1.15
C 1.98 -3.34 0.22
C 1.37 -2.21 0.72
N 0.86 -1.25 -0.07
C 0.97 -1.41 -1.40
H -0.43 -1.44 -7.03
H 1.69 -1.84 -6.00
H 0.57 -3.22 -5.96
H -0.13 -1.64 -3.78
H 2.54 -4.37 -1.59
H 2.38 -4.07 0.90
H 1.27 -2.03 1.79
H 0.58 -0.61 -2.01
Cl -4.07 -0.51 0.06
Si -2.03 -0.76 -0.39
Cl -2.19 -0.50 -2.52
Cl -1.87 -2.86 -0.30
C 0.06 -1.62 4.63
O 0.29 -0.92 3.41
C -0.71 -0.53 2.55
C -2.07 -0.97 3.04
H -0.41 -0.97 5.37
H 1.05 -1.90 4.99
H -0.55 -2.51 4.47
H -2.23 -0.78 4.10
H -2.18 -2.05 2.88
H -2.86 -0.49 2.47
*
```

Values from the calculation:
highest occupied orbital energy = -0.26045 hartree
gap between HOMO and LUMO = 0.230 Eh



Record 2
One molecule with the formula C14H24FN3O3SSi, computed with ωB97M-V/def2-TZVPD.

Geometry as ORCA input:
```
! RIJCOSX wB97M-V def2-TZVPD def2/J DEFGRID3
* xyz 0 1
O 3.29 -1.87 0.25
O -0.44 -2.72 -2.12
O -2.59 -1.50 1.09
F 1.81 -1.43 2.60
S -1.44 1.72 -2.31
C 2.11 -2.11 0.29
C 0.07 -2.53 -1.02
C -2.09 -2.08 0.16
C 1.28 -2.00 1.47
C -0.03 -2.31 1.39
N 1.45 -2.49 -0.88
N -0.67 -2.37 0.16
N -2.77 -2.48 -0.98
C -2.21 0.40 -1.38
C 0.23 1.09 -2.36
C -3.80 -1.56 -1.47
C -3.17 -0.39 -2.20
C 0.88 0.87 -1.00
C 0.23 1.07 2.46
C 3.20 0.97 1.52
C 1.77 3.66 2.34
C 0.95 2.19 -0.20
Si 1.58 1.97 1.56
H -0.63 -2.31 2.28
H 2.01 -2.62 -1.72
H -2.27 -2.93 -1.74
H -2.73 0.80 -0.49
H -1.47 -0.27 -0.99
H 0.86 1.74 -2.96
H 0.21 0.12 -2.89
H -4.51 -2.08 -2.12
H -4.35 -1.17 -0.61
H -2.57 -0.74 -3.04
H -3.94 0.28 -2.60
H 0.32 0.15 -0.40
H 1.89 0.40 -1.07
H -0.76 1.48 2.32
H 0.47 1.12 3.55
H 0.24 0.02 2.16
H 3.06 0.09 0.92
H 3.95 1.59 1.06
H 3.53 0.69 2.50
H 2.53 4.24 1.80
H 2.07 3.65 3.37
H 0.80 4.15 2.21
H 1.68 2.86 -0.62
H -0.02 2.67 -0.29
*
```

Values from the calculation:
highest occupied orbital energy = -0.31599 hartree
gap between HOMO and LUMO = 0.301 Eh



Record 3
One molecule with the formula C14H24N2O2, computed with ωB97M-V/def2-TZVPD.

Geometry as ORCA input:
```
! RIJCOSX wB97M-V def2-TZVPD def2/J DEFGRID3
* xyz 0 1
O 3.27 2.88 -4.06
O 0.97 4.05 -1.66
C 2.33 3.08 -3.24
C 1.20 2.28 -3.05
C 0.43 2.86 -2.08
N 2.21 4.13 -2.42
N -2.18 -0.30 -1.29
C 2.03 -2.09 1.73
C 0.11 -3.55 2.26
C 0.92 -1.91 3.98
C -2.86 0.84 -1.85
C -0.23 -1.00 1.93
C 0.68 -2.13 2.46
C -1.81 1.74 -2.47
C -0.78 -1.23 0.51
C -0.19 0.91 -0.70
C -0.72 2.16 -1.42
C -1.32 0.04 -0.15
H 1.08 1.30 -3.49
H 3.05 4.41 -1.94
H -2.84 -1.04 -1.04
H 2.59 -1.20 2.00
H 1.89 -2.11 0.63
H 2.61 -2.96 2.00
H -0.91 -3.61 2.63
H 0.03 -3.86 1.20
H 0.69 -4.31 2.79
H 0.00 -2.23 4.54
H 1.15 -0.83 4.21
H 1.76 -2.47 4.30
H -3.56 0.57 -2.64
H -3.43 1.40 -1.07
H -1.09 -0.91 2.57
H 0.35 -0.11 1.92
H -2.29 2.65 -2.83
H -1.33 1.26 -3.32
H -0.01 -1.66 -0.21
H -1.60 -1.96 0.59
H 0.43 1.21 0.13
H 0.45 0.27 -1.38
H -1.17 2.83 -0.67
H -1.92 0.59 0.58
*
```

Values from the calculation:
highest occupied orbital energy = -0.33585 hartree
gap between HOMO and LUMO = 0.359 Eh



Record 4
C14H24N3O5Pd as an isolated structure, computed with ωB97M-V/def2-TZVPD.

Geometry as ORCA input:
```
! RIJCOSX wB97M-V def2-TZVPD def2/J DEFGRID3
* xyz 1 1
Pd 0.25 0.65 -0.46
O 0.42 -0.66 3.30
C 0.77 -0.44 2.17
O 0.35 0.64 1.50
C 1.81 -1.28 1.44
C 2.75 -0.37 0.63
C 4.08 -1.05 0.34
C 3.64 -2.16 -0.64
C 2.16 -1.87 -0.84
O 2.10 -0.40 -0.70
C 1.29 -2.27 0.34
C -0.21 -2.13 -0.05
O -1.05 -2.11 0.85
O -0.44 -2.00 -1.29
H 2.36 -1.82 2.21
H 2.81 0.65 0.98
H 4.53 -1.43 1.25
H 4.77 -0.35 -0.12
H 3.78 -3.16 -0.25
H 4.19 -2.09 -1.58
H 1.75 -2.14 -1.80
H 1.46 -3.30 0.66
N -4.57 -1.31 -1.40
C -3.06 -1.14 -1.18
C -2.38 -0.89 -2.53
C -1.81 0.51 -2.78
N -0.34 0.57 -2.47
C -2.61 1.57 -2.04
C -2.64 1.36 -0.53
N -1.34 1.82 0.01
C -2.83 -0.10 -0.08
H -4.74 -2.06 -2.07
H -5.01 -0.46 -1.75
H -5.02 -1.57 -0.52
H -2.73 -2.10 -0.78
H -3.07 -1.13 -3.35
H -1.56 -1.61 -2.56
H -1.90 0.70 -3.85
H 0.09 1.27 -3.07
H 0.07 -0.34 -2.72
H -3.63 1.54 -2.44
H -2.24 2.57 -2.26
H -3.42 1.99 -0.10
H -1.29 1.72 1.03
H -1.17 2.79 -0.22
H -3.63 -0.17 0.66
H -1.94 -0.46 0.44
*
```

Values from the calculation:
highest occupied orbital energy = -0.42038 hartree
gap between HOMO and LUMO = 0.301 Eh



Record 5
C14H24N4O5Yb as an isolated structure, computed with ωB97M-V/def2-TZVPD.

Geometry as ORCA input:
```
! RIJCOSX wB97M-V def2-TZVPD def2/J DEFGRID3
* xyz 1 2
O 2.74 1.27 -1.28
H 3.58 1.50 -1.70
Yb 0.67 0.51 -0.15
N -1.51 -0.34 -1.20
N 0.70 -0.45 -2.30
O -2.83 -0.42 -0.63
O 1.99 -0.63 -2.86
C -1.57 -0.83 -2.44
C -0.29 -0.94 -3.06
C -2.83 -1.29 -3.07
C -0.07 -1.55 -4.39
H -3.68 -0.68 -2.76
H -3.02 -2.35 -2.82
H -2.74 -1.25 -4.16
H 1.00 -1.76 -4.52
H -0.39 -0.86 -5.19
H -0.65 -2.48 -4.50
H -2.71 -0.23 0.32
H 2.49 0.08 -2.37
O 0.58 -1.85 0.63
H -0.27 -2.27 0.87
H 1.16 -2.59 0.36
C 1.83 2.45 -1.35
H 1.75 2.88 -0.33
H 0.85 2.14 -1.75
H 2.23 3.19 -2.06
O -1.16 2.48 0.06
H -2.00 2.55 -0.43
H -1.28 3.08 0.83
N 2.54 0.62 1.43
C 2.30 0.10 2.73
C 3.31 -0.50 3.45
C 3.06 -0.92 4.76
C 1.80 -0.78 5.34
C 0.71 -0.24 4.60
C -0.62 -0.14 5.08
C -1.63 0.27 4.21
C -1.30 0.60 2.88
N -0.04 0.56 2.41
C 0.97 0.18 3.24
H 2.56 1.64 1.40
H 3.40 0.28 1.01
H 4.30 -0.57 3.00
H 3.89 -1.35 5.32
H 1.64 -1.11 6.37
H -0.87 -0.44 6.09
H -2.67 0.33 4.52
H -2.06 0.90 2.17
*
```

Values from the calculation:
highest occupied orbital energy (alpha / beta) = -0.27460 / -0.34956 hartree
gap between HOMO and LUMO (alpha / beta) = 0.154 / 0.229 Eh



Record 6
C14H24N7O4S2Zr as an isolated structure, computed with ωB97M-V/def2-TZVPD.

Geometry as ORCA input:
```
! RIJCOSX wB97M-V def2-TZVPD def2/J DEFGRID3
* xyz 3 1
Zr 0.32 0.19 0.30
N -1.27 1.65 0.94
C -0.71 2.52 2.02
C 0.61 3.19 1.57
C 1.88 2.41 1.90
N 2.15 1.31 0.91
H -1.56 2.27 0.18
H -2.13 1.22 1.27
H -0.55 1.90 2.91
H -1.42 3.30 2.28
H 0.68 4.15 2.08
H 0.57 3.41 0.50
H 1.81 1.96 2.89
H 2.73 3.10 1.91
H 2.97 0.78 1.22
H 2.46 1.75 0.04
N 2.37 -4.15 -0.93
C 1.49 -3.17 -0.81
N 0.23 -3.36 -1.14
S 2.08 -1.65 -0.20
H 2.12 -5.05 -1.31
H 3.34 -4.00 -0.70
H -0.09 -4.25 -1.50
H -0.43 -2.61 -1.15
S -0.83 -1.30 2.08
C 0.10 -1.52 3.51
N 1.44 -1.37 3.59
C 1.91 -1.73 4.96
C 0.59 -1.94 5.73
N -0.42 -1.81 4.67
H 2.02 -1.59 2.80
H 2.50 -0.92 5.37
H 2.52 -2.63 4.93
H 0.44 -1.18 6.50
H 0.53 -2.92 6.20
H -1.40 -1.93 4.84
O 0.34 1.23 -1.44
C -0.57 0.46 -1.93
O -0.93 -0.49 -1.10
C -1.17 0.65 -3.21
C -0.78 1.74 -4.02
C -1.42 1.95 -5.22
C -2.42 1.07 -5.61
C -2.80 -0.03 -4.85
C -2.17 -0.24 -3.64
N -3.14 1.33 -6.89
O -3.81 0.42 -7.32
O -2.99 2.43 -7.36
H 0.00 2.41 -3.68
H -1.17 2.78 -5.86
H -3.57 -0.69 -5.21
H -2.46 -1.08 -3.02
*
```

Values from the calculation:
highest occupied orbital energy = -0.64338 hartree
gap between HOMO and LUMO = 0.273 Eh